i | The following is a DFT calculation (ωB97M-V/def2-TZVPD) of a 2-piece molecular cluster, C6H7NO3 overall.

The LUMO energy is 0.313 eV. For the HOMO-LUMO gap, the calculation gives 9.14 eV. The highest occupied orbital energy comes out at -0.324 Ha. Its SMILES is C#C[C@](N)(C=O)C=C=O.O. Its total charge is 0.

Atoms and positions in Å:
C 0.94 -3.79 -2.21
C 0.63 -2.81 -1.58
C 0.21 -1.63 -0.82
N 1.06 -1.37 0.31
C -1.31 -1.70 -0.55
O -1.86 -1.18 0.43
C 0.02 -0.40 -1.70
C 0.36 0.83 -1.26
O 1.14 1.70 -1.12
H 1.25 -4.60 -2.85
H 0.65 -0.68 0.94
H 1.21 -2.21 0.85
H -1.91 -2.26 -1.29
H -0.28 -0.48 -2.75
O -1.46 1.75 0.19
H -0.96 2.10 0.94
H -1.84 0.77 0.49


ii | The following is a DFT calculation (ωB97M-V/def2-TZVPD) of one molecule with the formula C6H7NO3.

The LUMO energy is -0.466 eV. For the HOMO-LUMO gap, the calculation gives 7.83 eV. The highest occupied orbital energy comes out at -0.305 Ha. Its SMILES is N/C(=C/C=C\C=O)C(=O)O. Its total charge is 0.

Atoms and positions in Å:
N -1.92 1.59 -0.67
C -0.98 0.74 -0.23
C 0.31 1.10 -0.16
C 1.52 0.60 0.34
C 1.95 -0.67 0.35
C 1.37 -1.82 -0.45
O 0.71 -1.61 -1.43
C -1.61 -0.51 0.39
O -2.70 -0.94 0.12
O -0.96 -1.04 1.42
H -2.91 1.22 -0.88
H -1.60 2.38 -1.21
H 0.28 2.07 -0.70
H 2.01 1.43 0.73
H 2.92 -0.88 0.77
H 1.64 -2.82 -0.07
H -0.03 -0.84 1.69


iii | The following is a DFT calculation (ωB97M-V/def2-TZVPD) of C6H7NO3 as an isolated structure.

The LUMO energy is 0.497 eV. For the HOMO-LUMO gap, the calculation gives 10.64 eV. The highest occupied orbital energy comes out at -0.373 Ha. Its total charge is 0.

Atoms and positions in Å:
O -3.24 -0.49 0.28
C -2.09 -0.20 0.04
C -1.64 1.03 -0.74
C -0.16 1.09 -0.53
O 0.22 1.15 0.85
C 0.30 -0.12 0.20
C -0.88 -1.02 0.47
C 1.64 -0.70 0.04
N 2.32 -1.15 -0.90
H -1.87 0.87 -1.81
H -2.18 1.93 -0.42
H 0.50 1.64 -1.21
H -0.96 -1.31 1.53
H -0.83 -1.93 -0.14
O 2.96 -0.11 0.96
H 2.48 0.12 1.77
H 3.44 -0.80 -0.39


Last place for stability: i